(1)
The following is a quantum chemistry calculation of an isolated molecule of C4H6OS at a distorted geometry, from the Open Molecules 2025 dataset.

Values from the calculation:
* charge: 0
* LUMO energy: -0.9 eV
* spin multiplicity: 1
* E: -17126.896 eV

Each line ends with the Löwdin charge.
Element x y z (Å)
C  1.0615  -1.5984  0.1442  -0.0412
C  0.6725  -0.1920  -0.2252  -0.4426
O  1.4912  0.5901  -0.6893  0.0677
C  -0.8557  0.1938  -0.0931  -0.7481
C  -0.9418  1.6244  0.1015  -0.1302
S  -1.9935  -0.9188  -0.3806  0.7960
H  0.2243  -2.2775  0.0353  0.0333
H  1.8791  -1.8372  -0.5339  0.0905
H  1.4260  -1.5503  1.1527  0.0860
H  -0.0666  2.2586  -0.3239  0.1269
H  -1.0044  1.8101  1.1580  0.0888
H  -1.8926  1.8971  -0.3457  0.0730



(2)
The following is a quantum chemistry calculation of an isolated molecule of C4H6OS2 at a distorted geometry, from the Open Molecules 2025 dataset.

Values from the calculation:
* charge: 0
* LUMO energy: 0.2 eV
* spin multiplicity: 1
* E: -27960.885 eV

Each line ends with the Löwdin charge.
Element x y z (Å)
S  3.4862  -0.7249  0.3239  0.7033
C  2.5501  0.0295  -0.7781  -0.6532
O  1.2965  0.4965  -0.6043  -0.1346
C  0.7708  0.4151  0.7076  -0.2377
C  -0.7015  0.0580  0.8615  -0.1559
C  -1.3494  -0.3662  -0.1810  -0.5560
S  -3.0580  -0.7788  -0.1450  0.7300
H  2.9283  0.1333  -1.7910  0.0688
H  0.7895  1.4741  1.1441  0.1633
H  1.2807  -0.4150  1.0873  0.0286
H  -1.1390  0.1617  1.9480  0.1561
H  -0.9679  -0.1805  -1.1326  0.0454
H  -2.8288  -2.0642  0.0009  -0.1582



(3)
The following is a quantum chemistry calculation of an isolated molecule of C4H6OS2 at a distorted geometry, from the Open Molecules 2025 dataset.

Values from the calculation:
* charge: 0
* LUMO energy: 0.5 eV
* spin multiplicity: 1
* E: -27959.907 eV

Each line ends with the Löwdin charge.
Element x y z (Å)
S  3.0410  0.1228  0.4217  0.7359
C  1.4085  -0.0255  -0.1723  -1.0745
O  0.8429  0.8782  -1.0827  -0.1545
C  0.0638  1.2024  0.0774  -0.1602
C  -1.2967  0.5118  0.1941  -0.2357
C  -1.1869  -0.8840  -0.3194  -0.4184
S  0.5514  -1.5838  0.0040  0.8387
H  3.2542  -1.3387  0.4684  -0.0498
H  0.4683  1.9456  0.6699  0.0925
H  -2.1686  1.1497  -0.2652  0.1445
H  -1.7775  0.5882  1.2225  0.1265
H  -1.8475  -1.5339  0.2158  0.0551
H  -1.3529  -1.0329  -1.4342  0.0999



(4)
The following is a quantum chemistry calculation of an isolated molecule of C4H6OS3 at a distorted geometry, from the Open Molecules 2025 dataset.

Values from the calculation:
* charge: 0
* LUMO energy: -1.6 eV
* spin multiplicity: 1
* E: -38793.945 eV

Each line ends with the Löwdin charge.
Element x y z (Å)
C  1.6891  0.0849  -2.3489  -0.3349
S  0.0507  0.4816  -1.3612  0.9326
C  0.2510  0.2469  0.1913  -1.2351
S  1.3908  -0.6243  1.0300  0.7553
C  -0.9072  0.7682  0.9049  -0.8937
S  -1.3442  2.3847  1.0394  0.7209
C  -1.5369  -0.3634  1.6512  -0.3407
O  -1.1426  -1.6708  1.3023  -0.1468
H  2.0966  -1.1390  -2.4859  0.1356
H  1.3552  0.7914  -3.3545  0.0837
H  2.4031  0.9240  -1.9718  0.0404
H  -2.6213  -0.1181  1.2695  0.1476
H  -1.5358  -0.1272  2.9384  0.2052
H  -0.1486  -1.6390  1.1952  -0.0701



(5)
The following is a quantum chemistry calculation of a cluster of 2 separate species, C4H6OS3 in total at a distorted geometry, from the Open Molecules 2025 dataset.

Values from the calculation:
* charge: 0
* LUMO energy: -2.1 eV
* spin multiplicity: 1
* E: -38793.604 eV

Each line ends with the Löwdin charge.
Element x y z (Å)
C  -0.7710  0.1134  0.0671  -0.8072
C  -0.7799  -0.9330  -0.8874  -0.4280
C  1.6435  0.2856  -0.4419  -1.0223
C  0.6342  0.1727  0.7024  -0.5889
H  -2.9183  1.4930  0.7075  0.1612
H  -1.6399  -0.0436  0.7392  0.0628
H  -0.9708  -1.9062  -0.3746  0.1090
H  -1.4993  -0.6877  -1.6705  0.0641
H  0.8258  1.0483  1.2333  0.0982
H  1.9232  -0.7566  1.4570  0.1630
O  0.9222  -1.0007  1.3408  -0.0247
S  -1.3055  1.6902  -0.7072  0.6770
S  1.0194  -0.8879  -1.6404  0.9048
S  2.9163  1.4126  -0.5252  0.6312



(6)
The following is a quantum chemistry calculation of an isolated molecule of C4H6OS3 at a distorted geometry, from the Open Molecules 2025 dataset.

Values from the calculation:
* charge: 0
* LUMO energy: -0.6 eV
* spin multiplicity: 1
* E: -38796.258 eV

Each line ends with the Löwdin charge.
Element x y z (Å)
C  -2.5353  0.4210  -0.6726  -0.3612
S  -1.6469  -1.1086  -0.1447  0.8701
C  0.0685  -0.8468  0.0523  -1.2052
S  1.0469  -2.0444  0.4892  0.6858
C  0.4446  0.6306  -0.1849  -0.7854
S  2.1658  0.8016  -0.6523  0.7374
C  -0.0127  1.6375  0.8713  -0.2896
O  -0.9221  2.4293  0.8511  0.0403
H  -3.6217  0.3924  -0.5043  0.0459
H  -1.9874  1.4372  -0.2716  0.0777
H  -2.6164  0.5037  -1.7072  -0.0006
H  -0.1531  0.8967  -1.0525  0.0729
H  2.1633  2.2494  -0.5305  -0.0491
H  0.7478  1.6542  1.7839  0.1610



(7)
The following is a quantum chemistry calculation of a structure of composition C4H6OS3 at a distorted geometry, from the Open Molecules 2025 dataset.

Values from the calculation:
* charge: 0
* LUMO energy: -0.6 eV
* spin multiplicity: 1
* E: -38793.495 eV

Each line ends with the Löwdin charge.
Element x y z (Å)
C  1.4575  -0.4808  -0.2017  -0.5741
C  0.2208  -0.1309  0.7198  -0.5136
C  -1.5774  1.2431  -0.0142  -1.1328
C  -0.9847  -0.0911  -0.2360  -0.6374
H  2.6705  0.7834  1.5728  0.0294
H  1.4162  -0.0551  -1.2660  0.0829
H  1.4497  -1.7401  -0.1929  0.1293
H  0.0218  -0.8694  1.7008  0.1630
H  -1.7531  -0.8194  0.1939  0.1665
H  -1.9166  -0.6044  -2.0179  0.2629
O  -0.8137  -0.4409  -1.5756  -0.1211
S  3.2732  -0.2740  0.3623  0.5193
S  -0.5394  1.4654  1.3536  0.9368
S  -2.9248  2.0141  -0.3989  0.6886



(8)
The following is a quantum chemistry calculation of a cluster of 2 separate species, C4H6P2 in total at a distorted geometry, from the Open Molecules 2025 dataset.

Values from the calculation:
* charge: 0
* LUMO energy: 0.5 eV
* spin multiplicity: 1
* E: -22818.875 eV

Each line ends with the Löwdin charge.
Element x y z (Å)
C  3.5848  -1.3187  1.1323  -0.2323
C  3.0781  -0.2482  0.2556  -0.7472
P  2.9105  0.9159  -0.7509  0.7403
H  4.7512  -1.4561  0.9709  0.1111
H  3.2078  -2.4103  0.9172  0.1044
H  3.3995  -1.0934  2.1319  0.0223
C  -1.1258  2.0085  -1.4542  -0.2369
C  -0.6013  1.6851  -0.1523  -0.7221
P  0.1757  1.3612  1.2014  0.7212
H  -2.0272  2.6599  -1.2837  0.0834
H  -1.4787  1.1581  -2.0614  0.0788
H  -0.4312  2.6791  -1.9920  0.0769



(9)
The following is a quantum chemistry calculation of a structure of composition C4H6S at a distorted geometry, from the Open Molecules 2025 dataset.

Values from the calculation:
* charge: 0
* LUMO energy: -0.9 eV
* spin multiplicity: 1
* E: -15073.704 eV

Each line ends with the Löwdin charge.
Element x y z (Å)
C  -1.6259  -0.3196  0.2133  -0.1832
C  -0.2757  -0.2828  0.1696  -0.9614
C  0.2884  0.9134  -0.5079  -0.3396
C  -0.1689  1.9428  -1.4151  -0.1036
H  -2.0438  0.7518  0.3656  0.1152
H  -2.0808  -1.0785  1.0902  0.1562
H  -1.9499  -0.3586  -0.9875  0.1696
H  1.4021  1.6024  0.2205  0.1993
H  -1.2032  1.8651  -2.3322  0.1373
H  0.7486  2.9494  -1.5905  0.1331
S  0.9887  -1.2034  0.7797  0.6773



(10)
The following is a quantum chemistry calculation of an isolated molecule of C4H6S at a distorted geometry, from the Open Molecules 2025 dataset.

Values from the calculation:
* charge: 0
* LUMO energy: 1.0 eV
* spin multiplicity: 1
* E: -15079.083 eV

Each line ends with the Löwdin charge.
Element x y z (Å)
C  1.3840  -0.5764  0.0270  -0.1805
C  1.3278  0.7094  -0.1900  -0.1255
C  -0.1388  1.2184  0.1956  -0.5752
S  -1.2141  -0.0420  -0.1347  0.8583
C  0.0202  -1.2817  0.1468  -0.4774
H  2.2686  -1.1575  -0.0913  0.0914
H  2.0454  1.4596  -0.4402  0.0909
H  -0.3910  2.1811  -0.2162  0.0543
H  -0.0262  1.5280  1.3224  0.1077
H  0.0509  -2.1316  -0.6317  0.1115
H  -0.0808  -1.6272  1.1355  0.0445



(11)
The following is a quantum chemistry calculation of a structure of composition C4H6S2 at a distorted geometry, from the Open Molecules 2025 dataset.

Values from the calculation:
* charge: 0
* LUMO energy: 0.7 eV
* spin multiplicity: 1
* E: -25911.345 eV

Each line ends with the Löwdin charge.
Element x y z (Å)
C  1.8098  0.4767  -0.0898  -0.7445
C  -0.7491  0.3200  -0.5443  -0.6267
C  -1.8230  -0.5119  -0.0121  -0.1092
C  -0.3308  -0.6823  0.5047  -0.6851
H  2.5176  0.7829  -0.8168  0.0184
H  2.4265  0.5480  0.8448  0.0412
H  -0.1631  0.1242  -1.4782  0.0852
H  -2.6275  0.1127  0.7452  0.1764
H  -2.4220  -1.0278  -0.8244  0.1105
H  -0.3057  -0.3739  1.6322  0.1204
S  0.4247  1.5602  0.0907  0.8042
S  1.2425  -1.3286  -0.0519  0.8090



(12)
The following is a quantum chemistry calculation of an isolated molecule of C4H6S2 at a distorted geometry, from the Open Molecules 2025 dataset.

Values from the calculation:
* charge: 0
* LUMO energy: -0.5 eV
* spin multiplicity: 1
* E: -25914.444 eV

Each line ends with the Löwdin charge.
Element x y z (Å)
C  -2.6515  -0.3004  -0.0844  0.0293
C  -1.4341  -0.7825  0.0804  -0.2742
C  -0.2196  0.0944  0.0411  -1.1080
S  -0.1908  1.7226  0.0420  0.6930
S  1.1986  -0.9217  0.0230  0.8585
C  2.4901  0.3311  -0.0369  -0.4524
H  -2.7644  0.7182  -0.0146  0.0143
H  -3.5588  -0.8607  -0.0323  0.0650
H  -1.1598  -1.8166  0.1061  0.0647
H  2.2016  1.1145  -0.8222  0.0337
H  2.5721  0.6923  0.9933  0.0320
H  3.5166  0.0088  -0.2957  0.0442



Computed ΔE to the lowest compared entry with this formula, charge and spin (kJ/mol) in order:
119.0, 231.0, 325.3, 401.1, 434.0, 177.9, 444.5, 204.7, 587.4, 68.4, 380.8, 81.8
Computed E_HOMO (eV) in order:
-8.938, -9.115, -7.765, -8.951, -9.012, -9.111, -8.939, -8.500, -8.621, -8.388, -8.059, -8.636